A) The following is a quantum chemistry calculation of an isolated molecule of C7H10O3, from the Open Molecules 2025 dataset.

```
20
Properties=species:S:1:pos:R:3:lowdin_charge:R:1
C 0.8966 0.7094 0.2512 -0.377
C -1.1441 0.0241 -1.7500 -0.106
C -0.3337 1.5956 0.0285 -0.043
C 0.7412 -0.5519 0.9090 -0.245
C -0.9501 1.3711 -1.3414 -0.370
C 1.9545 -1.3047 1.0245 -0.058
C -0.5698 -0.9809 1.5613 -0.030
O 1.9583 1.1166 -0.3005 0.053
O -1.6979 -0.1939 -2.9211 0.072
O -1.3427 2.1728 -2.2372 0.032
H -1.1374 -0.9118 -1.1032 0.144
H -1.1987 1.4229 0.7161 0.120
H -0.1702 2.6777 -0.0272 0.134
H 2.1330 -2.2540 1.5470 0.096
H 2.6385 -0.4879 1.4668 0.138
H 2.3146 -1.5098 0.0523 0.080
H -0.2643 -1.4614 2.5622 0.117
H -0.7626 -1.9726 1.1017 0.096
H -1.3311 -0.2531 1.5729 0.048
H -1.7340 0.7918 -3.1129 0.101
```

Calculated values
* LUMO (spin up / spin down): -0.7 / -1.3 eV
* multiplicity: 1
* frontier orbital gap (spin up / spin down): 8.05 / 6.95 eV

B) The following is a quantum chemistry calculation of an isolated molecule of C7H10O3, from the Open Molecules 2025 dataset.

```
20
Properties=species:S:1:pos:R:3:lowdin_charge:R:1
O -1.8817 3.4699 3.2680 0.079
C -0.8863 3.2204 2.6131 -0.532
O -0.9723 2.6243 1.4547 0.083
C 0.5089 3.6389 3.1381 -0.217
C 1.4896 2.5057 3.1654 -0.017
C 2.3447 2.2757 2.1505 -0.043
C 2.2050 3.0104 0.8711 -0.224
O 1.1098 2.1812 0.0422 -0.072
C 1.7439 4.4627 1.0114 -0.135
C 1.1012 4.8288 2.3567 -0.128
H -0.1037 2.3920 0.8365 0.101
H 0.3134 3.9622 4.1670 0.146
H 1.4820 1.8446 4.0346 0.123
H 3.0471 1.4420 2.1943 0.113
H 3.1141 2.9391 0.2623 0.137
H 1.0571 2.5380 -0.8505 0.098
H 2.6012 5.1241 0.8255 0.119
H 1.0370 4.6498 0.1883 0.121
H 1.8731 5.2590 3.0101 0.121
H 0.3386 5.6064 2.2152 0.127
```

Calculated values
* LUMO: 0.4 eV
* multiplicity: 1
* frontier orbital gap: 9.80 eV

Q: Which of them is the most stable? A: B).

A) The following is a quantum chemistry calculation of a cluster of 2 separate species, C4H12NOS in total, from the Open Molecules 2025 dataset.

```
19
Properties=species:S:1:pos:R:3:lowdin_charge:R:1
C 1.1741 1.8872 -0.4032 -0.290
N 0.4045 0.9598 0.4064 -0.127
C 0.6251 -0.4387 0.0853 -0.377
C -0.1882 -1.4091 0.9261 -0.876
S -0.2733 -3.0406 0.2490 0.103
C 0.7523 3.3599 -0.1084 -0.103
H 1.1261 1.7336 -1.4728 0.106
H 2.2305 1.8613 -0.0786 0.103
H 0.6063 1.1468 1.3786 0.116
H 0.5424 -0.6828 -0.9728 0.083
H 1.6872 -0.7222 0.2739 0.103
H 0.1935 -1.4405 1.9704 0.034
H -1.2139 -1.0665 1.1534 0.026
H -0.2644 3.4716 0.2561 0.062
H 0.9637 3.8983 -1.0330 0.057
H 1.3876 3.8413 0.6441 0.054
H -1.4296 1.0948 -0.4752 -0.004
H -2.2806 0.0453 -1.0768 0.038
O -2.0344 0.9779 -1.2407 -0.109
```

Calculated values
* total charge: -1
* LUMO: 3.5 eV
* multiplicity: 1
* frontier orbital gap: 5.82 eV

B) The following is a quantum chemistry calculation of a cluster of 2 separate species, C4H12NOS in total, from the Open Molecules 2025 dataset.

```
19
Properties=species:S:1:pos:R:3:lowdin_charge:R:1
C -0.9580 0.6386 1.7359 -0.166
N -0.7361 0.5593 0.2917 -0.117
C -0.1930 -0.8238 -0.0088 -0.511
C 1.3421 -0.7240 0.1895 -0.739
S 1.8736 -2.2328 1.1240 0.069
C -0.5618 -1.1107 -1.4841 -0.079
H -1.8787 0.2521 2.2057 0.069
H -0.1394 0.1733 2.2846 0.067
H -0.9154 1.6772 2.1086 0.062
H -1.6649 0.5952 -0.1252 0.087
H -0.6240 -1.5527 0.6795 0.078
H 1.7635 -0.4544 -0.7867 0.037
H 1.6386 0.1160 0.8187 0.019
H -1.6330 -1.0363 -1.6841 0.059
H -0.1875 -2.1140 -1.7037 0.074
H -0.0792 -0.3125 -2.0537 0.059
H 1.5117 1.6817 -1.5691 0.004
H 0.5869 2.3013 -0.5465 0.015
O 0.8545 2.3664 -1.4763 -0.085
```

Calculated values
* total charge: -1
* LUMO: 3.7 eV
* multiplicity: 1
* frontier orbital gap: 6.25 eV

C) The following is a quantum chemistry calculation of a cluster of 2 separate species, C4H12NOS in total, from the Open Molecules 2025 dataset.

```
19
Properties=species:S:1:pos:R:3:lowdin_charge:R:1
N -2.0176 1.8987 -0.3002 -0.006
C -1.0969 2.4243 -1.2523 -0.421
O -1.0140 1.7317 -2.4776 -0.133
H -2.9470 1.8849 -0.6986 0.055
H -1.7743 0.9294 -0.0960 -0.023
H -1.4089 3.4308 -1.4806 0.092
H -0.1131 2.4579 -0.7829 0.098
H -0.7759 0.8123 -2.2709 -0.079
C 1.6183 -0.4554 1.4623 -0.159
C 0.8230 -1.7487 1.3884 -0.381
C 0.5960 -2.1978 -0.0511 -0.746
S -0.4196 -1.0668 -1.0544 0.321
H 2.6181 -0.6360 1.0575 0.063
H 1.7337 -0.0807 2.4873 0.057
H 1.1508 0.3163 0.8512 0.032
H 1.4113 -2.5322 1.8872 0.087
H -0.1173 -1.6609 1.9200 0.084
H 0.1503 -3.1871 -0.0769 0.023
H 1.5831 -2.3206 -0.5124 0.036
```

Calculated values
* total charge: -1
* LUMO: 4.1 eV
* multiplicity: 1
* frontier orbital gap: 7.03 eV

Q: Which of them is the most stable? A: C).

A) The following is a quantum chemistry calculation of a cluster of 2 separate species, C4H12NOS in total, from the Open Molecules 2025 dataset.

```
19
Properties=species:S:1:pos:R:3:lowdin_charge:R:1
C -1.1185 -0.1503 1.5264 -0.289
C -0.0264 -1.1197 2.0265 -0.758
S 0.3626 -2.5406 0.9413 0.127
C -0.6619 0.5526 0.2169 -0.300
N -1.0983 -0.2411 -0.9351 -0.152
C -0.0101 -0.3782 -1.9344 -0.177
H -2.0686 -0.6111 1.2453 0.091
H -1.3686 0.5389 2.3433 0.085
H -0.4840 -1.6136 2.8788 0.008
H 0.8853 -0.5619 2.2356 0.030
H -1.0795 1.5665 0.1545 0.087
H 0.4145 0.7770 0.2286 0.080
H -1.2936 -1.1940 -0.6538 0.021
H -0.1279 0.4047 -2.6981 0.062
H -0.3492 -1.1894 -2.6063 0.067
H 0.9153 -0.6282 -1.4144 0.041
H 2.8692 1.5512 -1.4257 0.008
H 1.6858 2.4115 -0.8334 0.039
O 2.5538 2.4258 -1.2959 -0.069
```

Calculated values
* total charge: -1
* LUMO: 3.7 eV
* multiplicity: 1
* frontier orbital gap: 6.24 eV

B) The following is a quantum chemistry calculation of a cluster of 2 separate species, C4H12NOS in total, from the Open Molecules 2025 dataset.

```
19
Properties=species:S:1:pos:R:3:lowdin_charge:R:1
N 1.8329 1.2487 -0.1169 -0.031
C 1.1488 1.5790 1.1852 -0.607
O 0.6057 0.5123 1.7670 -0.342
H 2.7139 1.7428 -0.1934 0.019
H 2.0133 0.2509 -0.1156 0.007
H 1.9293 2.0967 1.8118 0.060
H 0.3780 2.3604 0.9621 0.063
C -2.0741 0.1402 0.1402 -0.127
C -1.0619 -0.3113 -0.9008 -0.361
C -0.2672 -1.5092 -0.4209 -0.588
S 0.9538 -2.0181 -1.6951 0.636
H -2.6271 1.0242 -0.1762 0.059
H -1.5406 0.3633 1.0682 0.053
H -2.7860 -0.6652 0.3520 0.061
H -1.5555 -0.6097 -1.8361 0.089
H -0.3864 0.5152 -1.1134 0.077
H -0.9200 -2.3699 -0.2504 0.061
H 0.2494 -1.2879 0.5129 0.044
H 1.3937 -3.0624 -0.9807 -0.172
```

Calculated values
* total charge: -1
* LUMO: 3.3 eV
* multiplicity: 1
* frontier orbital gap: 5.89 eV

Q: Which of them is the most stable? A: A).

A) The following is a quantum chemistry calculation of a cluster of 3 separate species, C3H14NO4 in total, from the Open Molecules 2025 dataset.

```
22
Properties=species:S:1:pos:R:3:lowdin_charge:R:1
C 0.8795 0.5865 0.0237 -0.173
O 2.0940 -0.1600 0.1269 -0.052
C -0.3032 -0.3481 -0.2296 -0.221
C 0.0356 -1.5309 -1.1796 -0.141
O -1.0182 -2.4757 -0.9165 -0.073
N -0.5965 -1.0254 1.0596 0.196
H 1.0099 1.3323 -0.7572 0.124
H 0.7044 1.0443 1.0001 0.129
H 2.7059 0.1822 -0.5289 0.101
H -1.2304 0.0518 -0.6192 0.164
H 0.0493 -1.3054 -2.2277 0.138
H 0.9635 -1.9378 -0.7803 0.122
H -1.3697 -2.9162 -1.6940 0.113
H 0.1865 -1.5011 1.4845 0.174
H -1.0948 -0.5185 1.8157 0.131
H -1.2251 -1.7933 0.8402 0.140
H -2.8151 0.9020 2.7602 0.074
H -3.6470 -0.3169 2.4354 0.075
O -2.8068 0.1045 2.2147 -0.037
H 2.3206 4.6334 -1.6594 0.047
H 3.0199 3.3078 -1.5382 0.033
O 2.1379 3.6847 -1.6300 -0.064
```

Calculated values
* total charge: +1
* LUMO: -2.8 eV
* multiplicity: 1
* frontier orbital gap: 11.43 eV

B) The following is a quantum chemistry calculation of a cluster of 4 separate species, C3H14NO4 in total, from the Open Molecules 2025 dataset.

```
22
Properties=species:S:1:pos:R:3:lowdin_charge:R:1
C 1.2449 -0.2514 0.7878 -0.028
C 1.0263 -0.8287 2.2673 -0.099
C -0.3543 -0.8162 2.6818 -0.189
O -1.1575 -0.4142 1.8429 0.007
N 0.0837 -0.6324 -0.2006 0.099
H 2.0573 -0.9228 0.4134 0.134
H 1.3736 0.7558 0.5687 0.100
H 1.5235 -0.2037 3.0276 0.145
H 1.4326 -1.8672 2.2994 0.143
H -0.7229 -1.0457 3.6514 0.132
H -0.1544 0.1416 -0.9697 0.159
H -0.9216 -0.8591 0.1504 0.115
H 0.4472 -1.3822 -0.7150 0.107
H 0.0511 2.9074 -1.9306 -0.020
H -0.7492 4.1036 -1.1704 0.125
O -0.0939 3.2858 -1.0922 -0.097
H 1.5299 -0.4244 -2.8067 0.025
H 0.3380 -0.4851 -3.7704 0.134
O 0.6657 -0.0680 -2.8844 -0.066
H -3.2552 -0.1184 -0.4865 0.053
H -1.7789 -0.1323 -0.9419 0.066
O -2.5860 -0.7424 -0.7225 -0.046
```

Calculated values
* total charge: +1
* LUMO: -3.3 eV
* multiplicity: 1
* frontier orbital gap: 10.88 eV

Q: Which of them is the most stable? A: A).

A) The following is a quantum chemistry calculation of a cluster of 2 separate species, C2H3FO2 in total, from the Open Molecules 2025 dataset.

```
8
Properties=species:S:1:pos:R:3:lowdin_charge:R:1
C -0.7175 0.6900 0.9622 -0.244
C 0.0445 -0.8677 -0.6365 -0.165
O -0.0018 1.5240 0.4792 -0.044
O 1.2784 -0.7584 -0.3385 0.128
F -0.1788 -0.7026 -1.9415 0.052
H -1.7377 0.6549 0.4852 0.089
H -0.6327 0.1704 1.9451 0.098
H 1.9456 -0.7108 -0.9552 0.087
```

Calculated values
* LUMO: 0.4 eV
* multiplicity: 1
* frontier orbital gap: 10.05 eV

B) The following is a quantum chemistry calculation of an isolated molecule of C2H3FO2, from the Open Molecules 2025 dataset.

```
8
Properties=species:S:1:pos:R:3:lowdin_charge:R:1
O -0.7784 1.3160 0.0023 0.132
C -0.4847 0.1482 0.0425 -0.479
O -1.4554 -0.8184 -0.0242 0.074
C 0.8014 -0.6162 0.0227 -0.168
F 1.8503 0.1997 -0.0297 0.021
H -2.3016 -0.3652 -0.0537 0.118
H 0.7913 -1.3212 -0.8396 0.146
H 0.8274 -1.2835 0.9447 0.157
```

Calculated values
* LUMO: 0.7 eV
* multiplicity: 1
* frontier orbital gap: 11.74 eV

Q: Which of them is the most stable? A: B).

A) The following is a quantum chemistry calculation of an isolated molecule of C2H3NO3, from the Open Molecules 2025 dataset.

```
9
Properties=species:S:1:pos:R:3:lowdin_charge:R:1
O 0.2760 0.9221 2.6357 -0.003
C -0.2980 0.5681 1.5755 -0.274
N 0.3145 0.4353 0.3651 0.142
O -0.6510 0.0134 -0.7045 0.000
C -0.0091 -0.8038 -1.5413 -0.328
O 1.1630 -0.6614 -1.7104 0.082
H -1.3477 0.4722 1.6468 0.124
H 1.0898 0.6305 -0.1926 0.112
H -0.5375 -1.5764 -2.0743 0.145
```

Calculated values
* LUMO: 0.6 eV
* multiplicity: 1
* frontier orbital gap: 11.09 eV

B) The following is a quantum chemistry calculation of a structure of composition C2H3NO3, from the Open Molecules 2025 dataset.

```
9
Properties=species:S:1:pos:R:3:lowdin_charge:R:1
C -0.8920 -0.3987 -1.3272 -0.261
C 0.0602 -0.1292 -0.2260 -0.022
N -2.0779 1.0794 -1.5648 -0.323
O -0.9310 -1.3202 -2.0767 0.154
O -1.8587 1.9565 -0.7779 0.042
O -3.0013 0.8541 -2.3101 0.066
H 0.2568 0.9914 -0.0934 0.108
H 0.8743 -0.8160 -0.2848 0.073
H -0.6856 -0.4363 0.6927 0.165
```

Calculated values
* LUMO: -0.1 eV
* multiplicity: 1
* frontier orbital gap: 9.68 eV

C) The following is a quantum chemistry calculation of an isolated molecule of C2H3NO3, from the Open Molecules 2025 dataset.

```
9
Properties=species:S:1:pos:R:3:lowdin_charge:R:1
O 2.2375 -0.4705 -0.1421 0.140
C 1.1812 -0.0246 0.0566 -0.540
O 1.1867 1.3814 0.1023 0.065
C 0.0245 -0.9552 0.3329 0.026
N -1.2531 -0.6515 -0.1316 -0.009
O -1.5883 0.5907 -0.0295 -0.006
H 0.2294 1.4204 -0.2157 0.097
H 0.4869 -1.9134 -0.0411 0.132
H -2.5048 0.6227 0.0682 0.095
```

Calculated values
* LUMO: -0.7 eV
* multiplicity: 1
* frontier orbital gap: 9.89 eV

D) The following is a quantum chemistry calculation of an isolated molecule of C2H3NO3, from the Open Molecules 2025 dataset.

```
9
Properties=species:S:1:pos:R:3:lowdin_charge:R:1
O -2.2369 -0.5237 0.0797 0.081
C -1.5085 0.4417 -0.0387 -0.264
N -0.1072 0.5689 0.1027 0.145
C 0.6811 -0.5172 -0.0070 -0.606
O 0.3396 -1.6884 -0.0621 0.109
O 1.9771 -0.1644 -0.0067 0.110
H -1.9424 1.4547 -0.0926 0.130
H 0.3595 1.4580 0.0288 0.153
H 2.4377 -1.0296 -0.0040 0.141
```

Calculated values
* LUMO: 0.5 eV
* multiplicity: 1
* frontier orbital gap: 10.89 eV

Q: Which of them is the most stable? A: D).

A) The following is a quantum chemistry calculation of an isolated molecule of C2H3NO3, from the Open Molecules 2025 dataset.

```
9
Properties=species:S:1:pos:R:3:lowdin_charge:R:1
O 2.1957 -0.6106 0.6155 0.027
C 2.0225 0.3852 -0.1284 -0.040
C 0.6010 1.0240 -0.1845 -0.479
O 0.2164 2.0037 -0.7576 0.094
N -0.0850 0.2736 0.6352 0.019
O -1.4813 0.3108 0.6645 0.023
H 2.8544 0.6172 -0.7205 0.106
H 0.2852 -0.4506 1.1310 0.104
H -1.5878 1.2953 0.4020 0.146
```

Calculated values
* LUMO: -0.6 eV
* multiplicity: 1
* frontier orbital gap: 9.49 eV

B) The following is a quantum chemistry calculation of an isolated molecule of C2H3NO3, from the Open Molecules 2025 dataset.

```
9
Properties=species:S:1:pos:R:3:lowdin_charge:R:1
O -1.9810 -0.3039 0.8115 0.090
C -0.9237 -0.2610 0.1938 -0.556
O -0.7599 -0.5161 -1.0706 0.098
C 0.2410 0.3827 0.8700 -0.040
N 1.4746 0.5581 0.4742 0.026
O 1.5740 0.2405 -0.9097 -0.173
H 0.3158 -0.5681 -1.2191 0.134
H 0.1035 0.6572 1.9707 0.152
H 2.6902 -0.0907 -1.1034 0.269
```

Calculated values
* LUMO: -0.3 eV
* multiplicity: 1
* frontier orbital gap: 10.36 eV

C) The following is a quantum chemistry calculation of an isolated molecule of C2H3NO3, from the Open Molecules 2025 dataset.

```
9
Properties=species:S:1:pos:R:3:lowdin_charge:R:1
O 2.3288 0.7501 -0.1814 -0.008
C 1.5964 -0.2692 -0.0022 -0.181
N 0.4838 0.1187 0.9715 0.104
O -0.5212 -0.7426 0.2200 -0.103
C -1.6116 -0.1333 -0.1853 -0.295
O -1.8081 1.0804 0.0540 0.024
H 1.6890 -1.1481 -0.6365 0.132
H 0.0206 1.1466 0.4142 0.221
H -2.1777 -0.8025 -0.6543 0.105
```

Calculated values
* LUMO: 0.2 eV
* multiplicity: 1
* frontier orbital gap: 10.76 eV

Q: Which of them is the most stable? A: A).